No. 1
{"formula": "C24H28O15", "method": "ωB97M-V/def2-TZVPD", "smiles": "CCC[C@@H]1OC(=O)O[C@@]1(CCC(=O)O)OC[C@@H](C)O.O=C1C=C(O)C(=O)C=C1O.O=C1C=C(O)C(=O)C=C1O", "homo_energy_ev": -9.82, "e_tot_ha": -2059.93670, "max_force_ev_per_a": 2.13, "symbols": ["C", "C", "C", "C", "O", "C", "O", "O", "C", "C", "C", "C", "O", "O", "O", "C", "C", "C", "O", "H", "H", "H", "H", "H", "H", "H", "H", "H", "H", "H", "H", "H", "H", "H", "H", "H", "H", "H", "H", "C", "C", "C", "O", "C", "C", "C", "O", "O", "O", "H", "H", "H", "H", "C", "C", "C", "O", "C", "C", "C", "O", "O", "O", "H", "H", "H", "H"], "xyz": [[-3.698578, 1.686488, -0.437009], [-3.139922, 2.613681, 0.652693], [-2.444717, 1.902744, 1.815763], [-1.190955, 1.106648, 1.429438], [-0.582208, 1.526179, 0.219709], [-0.727377, 0.536629, -0.708887], [-0.357304, 0.629103, -1.857545], [-1.332459, -0.529890, -0.142477], [-1.203996, -0.430289, 1.280593], [-2.384772, -1.149324, 1.894484], [-2.362492, -1.109156, 3.427072], [-1.735212, -2.314851, 4.101448], [-2.430495, -3.152282, 4.654735], [-0.398685, -2.459730, 4.069363], [0.041242, -0.854793, 1.769131], [0.791002, -1.740525, 0.934902], [0.312575, -3.192643, 0.898386], [0.415831, -3.770034, -0.500703], [1.151793, -3.941907, 1.785470], [-4.722545, 1.919435, -0.686510], [-3.079965, 1.764570, -1.324039], [-3.633783, 0.653120, -0.117243], [-3.980500, 3.146470, 1.091134], [-2.489546, 3.372009, 0.237866], [-3.167337, 1.323126, 2.376956], [-2.106372, 2.688076, 2.484779], [-0.493144, 1.289452, 2.239301], [-3.253044, -0.584272, 1.582657], [-2.515271, -2.150089, 1.504321], [-1.871459, -0.206464, 3.782715], [-3.376289, -1.068995, 3.797708], [0.034674, -1.611627, 3.957510], [0.919654, -1.336277, -0.064200], [1.777331, -1.782417, 1.376637], [-0.689621, -3.301304, 1.294489], [-0.485500, -3.552267, -1.064781], [1.290555, -3.412302, -1.029953], [0.470007, -4.850290, -0.430953], [1.725647, -4.506976, 1.266429], [5.467808, -4.933309, 0.265245], [6.693522, -4.918032, -0.276578], [6.923051, -5.212504, -1.734580], [8.063798, -5.159965, -2.148310], [5.773918, -5.544379, -2.560869], [4.550809, -5.562375, -2.017504], [4.322665, -5.244505, -0.566495], [3.174142, -5.266382, -0.158721], [3.456530, -5.856025, -2.707416], [7.786704, -4.644720, 0.416155], [5.290982, -4.721277, 1.310259], [5.949850, -5.768685, -3.603123], [2.712836, -5.794333, -2.080591], [8.528855, -4.698895, -0.215005], [-0.839451, 7.849924, -1.684416], [-1.080775, 6.584966, -1.317719], [-2.243170, 5.806149, -1.868531], [-2.383614, 4.658004, -1.489925], [-3.132568, 6.462329, -2.809608], [-2.892093, 7.728093, -3.175414], [-1.717967, 8.501561, -2.641148], [-1.563875, 9.640007, -3.038037], [-3.657899, 8.394035, -4.027023], [-0.321318, 5.925316, -0.453426], [-0.006156, 8.418170, -1.296716], [-3.972491, 5.897394, -3.188052], [-3.257015, 9.278903, -4.115542], [-0.703839, 5.031509, -0.378302]], "forces_ev_per_a": [[0.8, 0.1, 0.2], [-0.6, -0.3, 0.3], [0.1, 0.6, -0.9], [0.1, -0.2, 1.7], [-0.2, -0.4, -0.7], [0.8, 1.0, -1.5], [-0.8, -0.4, 2.0], [0.6, -0.6, -0.2], [-0.8, 0.7, -0.3], [0.1, 0.5, 0.3], [0.3, -0.2, 0.1], [-1.1, -1.2, 0.9], [1.0, 1.0, -1.0], [-0.4, -0.2, 0.6], [0.0, -0.1, -0.6], [0.1, -0.2, 0.1], [1.0, -0.4, 0.1], [-0.7, -0.1, 0.1], [-0.3, 0.1, 0.3], [-0.2, 0.0, -0.1], [-0.1, 0.0, -0.3], [-0.3, -0.3, 0.0], [-0.1, 0.2, 0.1], [0.1, -0.1, -0.1], [0.0, -0.4, 0.1], [0.0, 0.1, 0.3], [0.4, 0.1, -0.1], [-0.3, -0.1, -0.2], [0.2, -0.3, -0.1], [0.2, 0.2, 0.0], [-0.2, -0.1, 0.1], [0.1, 0.2, -0.6], [-0.2, 0.2, -0.2], [0.2, 0.1, 0.2], [-0.3, 0.1, 0.0], [0.0, 0.3, -0.3], [0.2, 0.1, -0.1], [0.0, -0.3, 0.0], [0.2, -0.1, -0.2], [-0.2, 0.0, 0.0], [-0.1, 0.1, 0.3], [-0.3, -0.1, -0.4], [0.2, 0.0, 0.1], [0.2, 0.0, 0.0], [0.1, -0.1, -0.3], [0.4, 0.1, 0.4], [-0.2, -0.1, -0.1], [0.0, 0.0, 0.1], [0.0, 0.0, -0.1], [0.0, 0.0, 0.0], [0.0, 0.0, 0.0], [-0.1, 0.0, 0.0], [0.1, 0.0, -0.1], [0.0, 0.2, -0.1], [0.2, 0.2, 0.1], [-0.3, 0.1, -0.3], [0.2, 0.1, 0.0], [0.0, -0.2, 0.1], [-0.2, -0.2, -0.1], [0.4, -0.1, 0.3], [-0.2, 0.1, -0.1], [0.1, 0.1, 0.0], [-0.1, -0.1, 0.0], [0.0, 0.0, 0.0], [0.0, 0.0, 0.0], [0.0, 0.1, 0.0], [0.0, -0.1, 0.0]]}

***

No. 2
{"formula": "C24H29BClF4GeN2O3Rb", "method": "ωB97M-V/def2-TZVPD", "e_above_lowest_ev": 0.213, "homo_energy_ev": -8.50, "e_tot_ha": -4253.01753, "max_force_ev_per_a": 0.56, "symbols": ["Rb", "N", "C", "C", "C", "N", "H", "H", "H", "H", "H", "H", "H", "H", "H", "H", "Ge", "C", "C", "C", "C", "C", "C", "C", "C", "C", "C", "C", "C", "H", "H", "H", "H", "H", "H", "H", "H", "H", "H", "H", "F", "B", "F", "F", "F", "C", "C", "C", "C", "Cl", "C", "C", "C", "O", "C", "C", "O", "O", "H", "H", "H", "H", "H", "H", "H", "H"], "xyz": [[-2.542482, 1.360271, -0.717379], [-5.195564, 1.703131, 0.665632], [-5.041730, 0.931761, 1.906107], [-4.376609, 1.727411, 3.032636], [-2.850976, 1.804633, 3.023685], [-2.317360, 2.693838, 1.984609], [-5.859973, 2.456114, 0.798754], [-5.558932, 1.104611, -0.069603], [-4.441757, 0.049259, 1.674480], [-6.006616, 0.566117, 2.276022], [-4.658530, 1.255904, 3.976775], [-4.791219, 2.742464, 3.056637], [-2.447307, 0.801689, 2.853067], [-2.524704, 2.110236, 4.026013], [-1.323265, 2.837053, 2.128927], [-2.760220, 3.603910, 2.043790], [0.245359, -1.940767, -1.671341], [0.014490, -1.856542, -3.575207], [0.832634, -1.072073, -4.385794], [0.619640, -1.024085, -5.756331], [-0.406884, -1.764951, -6.323404], [-1.222659, -2.549657, -5.524105], [-1.020734, -2.596098, -4.151294], [1.878034, -2.767254, -1.088269], [1.862443, -3.704205, -0.057697], [3.048068, -4.288945, 0.369546], [4.248382, -3.938648, -0.228036], [4.273458, -3.007147, -1.258232], [3.091139, -2.425700, -1.691459], [-0.949352, -2.401015, -0.854354], [1.621327, -0.468039, -3.953405], [1.252164, -0.400750, -6.375178], [-0.576458, -1.718637, -7.391414], [-2.033706, -3.115638, -5.963731], [-1.693103, -3.176440, -3.534488], [0.924060, -3.971822, 0.414453], [3.037544, -5.016888, 1.170463], [5.168449, -4.398049, 0.108670], [5.212375, -2.739652, -1.725122], [3.114589, -1.704483, -2.498923], [-4.706847, -0.070756, -1.878650], [-3.878394, -1.189964, -1.662591], [-2.632686, -0.923352, -2.305870], [-4.435751, -2.351273, -2.139681], [-3.602917, -1.266969, -0.262486], [1.630283, 1.837752, 4.404853], [2.448203, 2.382146, 3.265543], [3.176363, 3.552395, 3.384201], [3.923349, 4.036579, 2.319530], [4.823299, 5.515657, 2.505985], [3.951764, 3.360288, 1.118191], [3.226682, 2.183452, 0.981624], [2.485284, 1.697605, 2.047312], [1.763994, 0.535201, 2.014031], [1.628779, -0.158527, 0.805655], [0.711120, 0.545150, -0.181256], [0.405587, -0.118642, -1.276017], [0.287221, 1.656264, 0.033088], [1.687414, 2.495925, 5.269692], [1.983822, 0.846441, 4.691636], [0.585726, 1.723746, 4.111004], [3.164059, 4.097500, 4.319447], [4.529106, 3.748813, 0.291045], [3.230923, 1.664122, 0.034208], [1.182901, -1.119456, 1.069552], [2.586703, -0.381013, 0.324456]], "forces_ev_per_a": [[0.1, 0.3, 0.0], [0.2, 0.0, 0.0], [0.0, 0.1, 0.0], [0.1, -0.1, -0.1], [-0.1, 0.1, 0.0], [0.0, -0.1, 0.0], [0.0, 0.0, 0.0], [0.0, 0.0, 0.0], [0.0, 0.0, 0.0], [0.0, 0.0, 0.0], [0.0, 0.0, 0.0], [0.0, 0.0, 0.0], [0.0, 0.0, 0.0], [0.0, 0.0, 0.0], [0.0, 0.0, -0.1], [0.0, 0.0, 0.0], [-0.2, 0.5, -0.1], [-0.2, -0.2, 0.0], [-0.1, 0.0, 0.0], [0.1, 0.0, 0.1], [0.0, 0.0, 0.0], [-0.1, -0.1, 0.1], [0.2, 0.2, -0.2], [0.2, -0.1, 0.0], [0.2, 0.1, -0.1], [-0.1, 0.0, 0.1], [0.0, 0.0, 0.0], [0.0, 0.0, 0.0], [0.0, -0.2, 0.2], [-0.1, -0.1, 0.1], [0.0, 0.0, 0.0], [0.0, 0.0, 0.0], [0.0, 0.0, 0.0], [0.0, 0.0, 0.0], [0.0, 0.0, 0.0], [0.0, 0.0, 0.0], [0.0, 0.0, 0.0], [0.0, 0.0, 0.0], [0.0, 0.0, 0.0], [0.0, 0.0, 0.0], [-0.2, 0.1, 0.0], [0.1, -0.3, 0.0], [0.0, 0.0, 0.0], [0.0, 0.0, 0.1], [0.0, 0.0, -0.1], [0.1, 0.0, -0.1], [-0.1, -0.1, 0.1], [0.0, 0.1, 0.0], [0.0, 0.0, 0.0], [0.0, 0.0, 0.0], [0.0, 0.0, 0.0], [-0.1, -0.1, 0.1], [0.1, 0.0, -0.1], [0.0, 0.1, 0.1], [0.0, -0.1, 0.1], [0.0, -0.1, 0.1], [-0.1, -0.1, -0.2], [-0.1, 0.1, 0.0], [0.0, 0.0, 0.0], [0.0, 0.0, 0.0], [0.0, 0.0, 0.0], [0.0, 0.0, 0.0], [0.0, 0.0, 0.0], [0.0, 0.0, 0.0], [0.0, 0.0, 0.0], [0.0, 0.0, 0.0]]}

***

No. 3
{"formula": "C24H29BeCl2N4O2S5", "method": "ωB97M-V/def2-TZVPD", "e_above_lowest_ev": 0.085, "homo_energy_ev": -10.32, "e_tot_ha": -4227.53704, "charge": 1, "max_force_ev_per_a": 0.32, "symbols": ["Be", "N", "C", "C", "C", "N", "C", "C", "N", "C", "H", "H", "H", "H", "H", "H", "H", "H", "H", "H", "H", "H", "H", "H", "H", "H", "C", "S", "C", "C", "S", "S", "C", "S", "S", "H", "H", "H", "Cl", "C", "C", "C", "C", "C", "Cl", "C", "N", "C", "C", "C", "C", "C", "C", "C", "C", "O", "O", "H", "H", "H", "H", "H", "H", "H", "H", "H", "H"], "xyz": [[-1.292556, 0.685734, 0.780724], [2.250377, 2.913975, 2.662592], [1.457922, 1.715243, 2.214290], [2.229119, 0.940168, 1.161360], [1.423946, -0.276316, 0.703153], [0.208260, 0.141013, -0.038803], [1.028041, -1.144085, 1.895986], [0.279109, -0.362416, 2.977647], [-1.062334, 0.018282, 2.471805], [1.072979, 0.869417, 3.414239], [2.591476, 3.445398, 1.852355], [3.047294, 2.658672, 3.246694], [1.629209, 3.574186, 3.172294], [0.550931, 2.136350, 1.784746], [3.179022, 0.581274, 1.571872], [2.459718, 1.581848, 0.304669], [2.052950, -0.860684, 0.028200], [-0.182715, -0.695383, -0.481858], [0.468979, 0.712360, -0.844632], [1.931710, -1.570403, 2.337337], [0.423160, -1.987507, 1.555549], [0.165012, -1.001452, 3.855642], [-1.548319, 0.599596, 3.151290], [-1.629960, -0.823518, 2.372939], [1.967827, 0.520363, 3.941202], [0.485877, 1.464153, 4.120511], [0.226288, 6.719798, 3.038868], [-0.234968, 4.980980, 2.840677], [0.174481, 4.691770, 1.149047], [-0.431279, 3.732023, 0.420099], [-1.765828, 2.754422, 0.971419], [0.252387, 3.467769, -1.169498], [1.617314, 4.538332, -1.045173], [2.765333, 4.697729, -2.180095], [1.583071, 5.465543, 0.439558], [-0.036244, 6.979757, 4.062231], [-0.357660, 7.332178, 2.356197], [1.290128, 6.892860, 2.892199], [-1.420947, -4.197929, 0.551124], [-0.965347, -4.967470, -0.943653], [-0.434550, -6.244052, -0.904326], [-0.065022, -6.855471, -2.090489], [-0.243321, -6.200746, -3.298151], [-0.802267, -4.934051, -3.318789], [-1.077478, -4.164656, -4.841372], [-1.167938, -4.277042, -2.139855], [-1.758395, -3.004188, -2.154512], [-1.044289, -1.852170, -2.483814], [0.311770, -1.898499, -2.820409], [0.983351, -0.751958, -3.221754], [0.320807, 0.465347, -3.283459], [-1.016808, 0.519313, -2.904649], [-1.707469, -0.609175, -2.486081], [-3.127012, -0.504779, -1.988133], [-3.188501, -0.900299, -0.513717], [-3.814422, -1.871077, -0.143275], [-2.439293, -0.196035, 0.289157], [-0.313650, -6.743754, 0.046306], [0.353236, -7.852376, -2.075063], [0.024757, -6.672142, -4.233042], [-2.548515, -2.893761, -1.530726], [0.832682, -2.847088, -2.800936], [2.024161, -0.822077, -3.512056], [0.831034, 1.355157, -3.629512], [-1.547740, 1.464524, -2.927314], [-3.801851, -1.158981, -2.539417], [-3.467019, 0.526008, -2.089400]], "forces_ev_per_a": [[0.2, -0.2, -0.1], [0.0, 0.0, 0.0], [0.0, 0.0, 0.0], [0.0, 0.0, 0.0], [-0.1, 0.0, 0.0], [0.0, 0.0, 0.1], [0.0, 0.0, 0.0], [0.0, -0.1, 0.0], [0.1, 0.0, 0.1], [0.0, 0.0, 0.0], [0.0, 0.0, 0.0], [0.0, 0.0, 0.0], [0.0, 0.0, 0.0], [0.0, 0.0, 0.0], [0.0, 0.0, 0.0], [0.0, 0.0, 0.0], [0.0, 0.0, 0.0], [0.1, 0.0, -0.1], [0.0, 0.0, 0.1], [0.0, 0.0, 0.0], [0.0, 0.0, 0.0], [0.0, 0.0, 0.0], [0.0, 0.0, 0.0], [0.0, 0.0, 0.0], [0.0, 0.0, 0.0], [0.0, 0.0, 0.0], [0.0, 0.0, 0.0], [0.0, 0.0, 0.0], [0.0, -0.1, 0.0], [0.0, 0.1, 0.2], [-0.1, 0.0, -0.2], [0.0, -0.1, 0.0], [0.0, 0.0, 0.0], [0.0, 0.0, 0.0], [0.0, 0.0, 0.0], [0.0, 0.0, 0.0], [0.0, 0.0, 0.0], [0.0, 0.0, 0.0], [0.1, 0.0, 0.0], [0.0, 0.0, 0.1], [0.0, 0.0, 0.0], [0.0, 0.0, 0.0], [0.0, 0.0, 0.0], [0.0, 0.0, 0.0], [0.0, 0.0, 0.0], [0.0, 0.0, 0.0], [0.1, 0.1, 0.0], [-0.1, -0.2, 0.0], [0.0, 0.0, 0.0], [0.0, 0.0, 0.0], [0.0, 0.0, 0.0], [0.0, 0.0, 0.0], [-0.1, 0.1, 0.0], [0.0, 0.0, 0.0], [0.2, -0.1, -0.1], [-0.1, 0.1, 0.0], [-0.3, 0.1, 0.1], [0.0, 0.0, 0.0], [0.0, 0.0, 0.0], [0.0, 0.0, 0.0], [0.0, 0.0, 0.0], [0.0, 0.0, 0.0], [0.0, 0.0, 0.0], [0.0, 0.0, 0.0], [0.0, 0.0, 0.0], [0.0, 0.0, 0.0], [0.0, 0.0, 0.0]]}

***

Results for orbital gap: 8.0, 8.7, 7.2 (in eV, following the order of the records).
Results for M: 556.5, 673.8, 645.8 (in g mol⁻¹, following the order of the records).